# 1
C30H75N5O10 | ωB97M-V/def2-TZVPD

Atoms and positions in Å:
C 26.79 10.02 20.45
O 27.02 9.06 21.46
C 27.71 7.88 21.11
C 27.79 6.90 22.39
N 28.59 7.54 23.50
C 28.64 6.53 24.52
C 29.16 7.30 25.78
O 28.16 8.14 26.25
C 28.67 8.93 27.34
H 26.37 9.40 19.66
H 27.76 10.46 20.22
H 26.00 10.68 20.81
H 28.69 8.12 20.72
H 27.25 7.20 20.40
H 27.99 5.83 22.29
H 26.76 6.78 22.74
H 28.13 8.38 23.82
H 29.43 5.83 24.25
H 27.61 6.28 24.76
H 30.07 7.90 25.73
H 29.40 6.49 26.47
H 28.82 8.40 28.28
H 28.01 9.77 27.51
H 29.67 9.31 27.11
C 36.69 15.12 21.47
O 37.01 15.00 22.80
C 37.70 15.96 23.54
C 36.76 17.06 24.20
N 35.47 16.45 24.65
C 35.37 15.77 25.95
C 34.03 15.70 26.54
O 33.31 14.64 25.87
C 31.98 14.48 26.36
H 36.16 14.21 21.19
H 37.52 15.27 20.79
H 36.07 16.00 21.34
H 38.53 16.44 23.03
H 38.23 15.41 24.32
H 36.57 17.77 23.41
H 37.18 17.61 25.04
H 35.54 15.71 23.97
H 36.04 16.35 26.60
H 35.80 14.77 25.95
H 33.45 16.62 26.44
H 33.93 15.49 27.60
H 31.50 13.66 25.82
H 31.39 15.38 26.17
H 31.86 14.32 27.43
C 34.53 11.70 30.71
O 33.69 11.54 29.58
C 32.36 11.58 29.87
C 31.50 11.48 28.55
N 31.68 10.21 27.80
C 30.95 10.15 26.51
C 31.31 11.20 25.37
O 30.86 12.52 25.39
C 29.43 12.85 25.50
H 34.52 12.75 31.02
H 35.51 11.47 30.28
H 34.29 11.14 31.61
H 32.05 12.50 30.35
H 31.98 10.86 30.60
H 31.68 12.36 27.93
H 30.47 11.52 28.89
H 32.66 9.97 27.77
H 29.89 10.21 26.73
H 31.05 9.10 26.21
H 30.88 10.64 24.53
H 32.39 11.05 25.31
H 29.36 13.62 26.26
H 28.80 11.98 25.73
H 29.10 13.14 24.50
C 28.43 6.54 29.18
O 29.60 7.47 29.34
C 30.75 6.95 29.99
C 31.85 6.40 29.01
N 32.12 7.37 27.95
C 32.48 6.73 26.66
C 33.82 6.09 26.60
O 34.79 7.12 26.62
C 36.18 6.62 26.64
H 28.24 6.38 28.11
H 27.46 6.93 29.48
H 28.58 5.65 29.78
H 30.51 6.22 30.75
H 31.26 7.79 30.46
H 31.58 5.45 28.55
H 32.80 6.05 29.42
H 31.38 8.06 27.94
H 32.38 7.46 25.87
H 31.68 6.07 26.32
H 33.87 5.43 25.73
H 33.91 5.37 27.41
H 36.64 6.45 27.61
H 36.88 7.26 26.10
H 36.22 5.69 26.07
C 28.45 10.44 29.00
O 28.15 11.69 29.59
C 29.20 12.66 29.60
C 28.85 13.72 30.70
N 29.00 13.35 32.07
C 30.45 13.08 32.33
C 30.68 13.15 33.84
O 31.92 12.60 34.12
C 32.53 12.93 35.37
H 29.11 9.74 29.51
H 28.80 10.45 27.96
H 27.53 9.88 28.89
H 29.34 13.08 28.60
H 30.11 12.07 29.77
H 27.81 13.91 30.46
H 29.40 14.65 30.52
H 28.43 12.52 32.14
H 30.96 13.88 31.80
H 31.02 12.25 31.91
H 30.02 12.50 34.41
H 30.42 14.15 34.18
H 33.57 12.61 35.34
H 32.21 12.21 36.13
H 32.45 14.00 35.56

## Properties
Molar mass   665.95 g mol⁻¹
DFT total energy   -2213.4870 Eh
Kohn-Sham gap   8.841 eV
Energy above the lowest of the compared OMol25 structures with the same formula, charge and spin   1188.4 kJ/mol
E_LUMO   0.7189 eV
HOMO energy   -0.2985 Ha

***

# 2
C30H76BN6O17 | ωB97M-V/def2-TZVPD

Atoms and positions in Å:
O 15.66 -2.52 13.92
C 14.58 -2.99 14.06
O 13.79 -2.85 15.11
B 12.59 -3.69 14.92
O 12.66 -4.18 13.54
C 13.79 -3.77 12.98
O 14.16 -3.98 11.87
O 11.35 -2.92 15.18
C 10.61 -3.51 16.07
O 9.55 -3.16 16.51
C 11.39 -4.76 16.56
O 12.52 -4.81 15.89
O 10.99 -5.57 17.34
C 14.33 0.79 9.33
C 15.27 0.67 10.52
C 14.54 0.72 11.85
O 13.45 1.61 11.74
C 12.68 1.77 12.92
N 16.01 -0.61 10.36
H 14.86 0.53 8.42
H 14.04 1.84 9.21
H 13.42 0.20 9.43
H 16.02 1.45 10.41
H 15.18 1.02 12.69
H 14.16 -0.29 12.09
H 12.14 0.83 13.08
H 12.00 2.59 12.72
H 13.25 2.04 13.82
H 15.34 -1.37 10.38
H 16.61 -0.75 11.16
C 12.27 -8.03 19.50
C 12.32 -6.73 20.28
C 13.35 -5.78 19.69
O 13.47 -4.69 20.62
C 14.02 -3.56 20.02
N 10.99 -6.13 20.32
H 11.78 -8.82 20.07
H 13.26 -8.45 19.28
H 11.85 -7.92 18.49
H 12.61 -6.92 21.32
H 13.05 -5.40 18.71
H 14.34 -6.24 19.68
H 14.19 -2.78 20.77
H 13.32 -3.10 19.30
H 15.01 -3.71 19.57
H 10.66 -5.73 19.45
H 11.06 -5.34 20.95
C 12.51 3.68 17.00
C 11.25 2.87 17.33
C 11.54 1.39 17.29
O 11.90 0.99 16.00
C 12.57 -0.26 16.05
N 10.76 3.26 18.68
H 13.24 3.58 17.81
H 12.27 4.74 16.92
H 12.96 3.28 16.09
H 10.54 3.09 16.53
H 10.60 0.88 17.58
H 12.27 1.14 18.08
H 12.84 -0.55 15.04
H 11.87 -1.03 16.38
H 13.47 -0.27 16.67
H 9.82 3.64 18.63
H 10.60 2.38 19.17
C 14.82 -7.91 9.95
C 14.74 -8.53 11.33
C 14.36 -7.50 12.38
O 14.27 -8.22 13.62
C 13.73 -7.41 14.63
N 13.83 -9.71 11.31
H 15.07 -8.62 9.17
H 15.61 -7.15 9.93
H 13.88 -7.41 9.71
H 15.73 -8.93 11.59
H 13.32 -7.19 12.19
H 15.13 -6.74 12.48
H 12.68 -7.20 14.39
H 14.22 -6.43 14.67
H 13.80 -7.87 15.61
H 13.97 -10.11 12.24
H 12.88 -9.34 11.37
C 16.15 -4.97 16.79
C 17.12 -3.86 16.56
C 16.78 -2.58 17.30
O 17.82 -1.64 17.37
C 17.97 -0.89 16.17
N 18.51 -4.31 16.82
H 15.09 -4.71 16.74
H 16.34 -5.42 17.77
H 16.28 -5.79 16.08
H 17.15 -3.54 15.51
H 16.46 -2.71 18.35
H 15.87 -2.14 16.85
H 16.99 -0.70 15.71
H 18.59 -1.42 15.44
H 18.47 0.04 16.42
H 19.08 -3.48 16.69
H 18.64 -4.59 17.79
C 12.90 -4.78 8.74
C 11.84 -4.85 9.83
C 11.39 -3.45 10.21
O 10.45 -3.55 11.27
C 10.29 -2.36 11.96
N 10.68 -5.65 9.36
H 12.90 -5.70 8.15
H 13.89 -4.56 9.14
H 12.64 -4.04 7.97
H 12.30 -5.29 10.71
H 10.94 -2.91 9.36
H 12.27 -2.87 10.51
H 9.44 -2.48 12.63
H 10.10 -1.50 11.30
H 11.18 -2.11 12.54
H 10.02 -5.71 10.14
H 10.17 -4.99 8.76
O 7.73 -4.36 14.64
H 8.34 -4.07 15.33
H 6.92 -3.87 14.80
C 10.20 -8.64 16.15
O 9.73 -9.39 15.03
H 11.27 -8.42 16.22
H 9.68 -7.68 16.24
H 9.86 -9.17 17.05
H 9.92 -10.31 15.22
C 7.26 -4.59 18.37
O 6.95 -4.61 19.77
H 7.92 -5.44 18.18
H 6.35 -4.71 17.80
H 7.80 -3.68 18.11
H 7.75 -4.39 20.26

## Properties
Molar mass   803.78 g mol⁻¹
Total charge   -1
DFT total energy   -2821.3144 Eh
Kohn-Sham gap   9.434 eV
E_LUMO   2.1784 eV
HOMO energy   -0.2666 Ha

***

# 3
C30H76BNO11 | ωB97M-V/def2-TZVPD

Atoms and positions in Å:
C 0.30 -0.17 0.22
C -0.63 1.04 0.34
O -1.62 0.82 1.35
B -2.82 1.48 1.08
O -3.06 2.70 1.67
C -3.89 0.77 0.17
C -5.10 1.60 -0.32
N -6.21 1.41 0.62
C -6.07 -0.01 0.89
O -6.97 -0.80 0.93
C -4.57 -0.31 1.05
H 0.01 -0.93 0.96
H 1.35 0.09 0.40
H 0.20 -0.62 -0.77
H -1.09 1.24 -0.63
H -0.06 1.93 0.63
H -2.25 3.01 2.09
H -3.35 0.40 -0.71
H -5.45 1.09 -1.23
H -4.93 2.63 -0.65
H -6.01 1.85 1.52
H -4.38 -1.33 0.71
H -4.33 -0.19 2.11
C -3.07 -1.71 -4.96
C -2.65 -1.96 -3.52
C -2.99 -3.38 -3.08
O -3.26 -1.01 -2.66
H -4.15 -1.83 -5.07
H -2.82 -0.69 -5.26
H -2.58 -2.41 -5.65
H -1.57 -1.80 -3.42
H -4.07 -3.52 -3.14
H -2.69 -3.55 -2.05
H -2.51 -4.13 -3.71
H -4.22 -1.14 -2.72
C 1.96 3.63 4.20
C 1.69 2.86 2.92
C 2.96 2.56 2.15
O 0.76 3.57 2.10
H 2.42 4.60 3.96
H 1.04 3.84 4.74
H 2.64 3.09 4.86
H 1.18 1.92 3.17
H 3.45 3.49 1.85
H 2.74 2.00 1.24
H 3.66 1.98 2.75
H 1.16 4.41 1.85
C -0.75 -6.46 0.16
C -1.59 -6.83 -1.05
C -1.32 -8.26 -1.50
O -1.36 -5.91 -2.12
H 0.31 -6.52 -0.08
H -0.96 -5.43 0.47
H -0.95 -7.13 1.00
H -2.65 -6.72 -0.81
H -0.27 -8.38 -1.79
H -1.94 -8.51 -2.37
H -1.54 -8.97 -0.70
H -0.43 -5.97 -2.37
C 1.03 6.67 8.67
C 1.32 6.67 7.18
C 0.62 7.82 6.47
O 0.96 5.42 6.60
H -0.04 6.54 8.85
H 1.55 5.84 9.16
H 1.34 7.60 9.14
H 2.40 6.76 7.02
H -0.47 7.72 6.58
H 0.84 7.81 5.41
H 0.92 8.78 6.88
H 0.01 5.32 6.72
C 4.05 -0.54 -4.00
C 3.56 0.02 -2.68
C 2.17 0.62 -2.82
O 4.48 0.98 -2.16
H 4.14 0.24 -4.76
H 5.03 -1.00 -3.89
H 3.35 -1.30 -4.38
H 3.53 -0.78 -1.94
H 2.18 1.45 -3.52
H 1.82 1.00 -1.86
H 1.46 -0.13 -3.18
H 4.53 1.70 -2.79
C 2.97 -3.93 -2.53
C 3.28 -5.17 -3.35
C 4.30 -4.88 -4.43
O 2.08 -5.70 -3.92
H 2.54 -3.15 -3.16
H 2.23 -4.16 -1.75
H 3.86 -3.53 -2.05
H 3.66 -5.96 -2.69
H 3.92 -4.13 -5.12
H 4.52 -5.78 -5.01
H 5.24 -4.51 -4.01
H 1.72 -5.04 -4.52
C 0.57 0.70 6.05
C -0.02 1.21 7.35
C -1.43 1.75 7.14
O 0.82 2.21 7.92
H 0.64 1.52 5.34
H 1.58 0.32 6.22
H -0.02 -0.10 5.60
H -0.05 0.41 8.08
H -1.41 2.59 6.43
H -1.84 2.12 8.08
H -2.10 0.99 6.73
H 0.89 2.95 7.30
C 1.27 0.16 -7.67
C 0.74 0.72 -6.36
C -0.67 1.29 -6.52
O 1.62 1.72 -5.85
H 1.33 0.95 -8.42
H 2.28 -0.24 -7.52
H 0.63 -0.63 -8.05
H 0.72 -0.06 -5.60
H -0.66 2.11 -7.25
H -1.03 1.68 -5.58
H -1.36 0.53 -6.88
H 1.65 2.44 -6.49

## Properties
Molar mass   637.75 g mol⁻¹
DFT total energy   -2095.9432 Eh
Kohn-Sham gap   9.707 eV
E_LUMO   0.3342 eV
HOMO energy   -0.3444 Ha

***

# 4
C30H76Br2N5O3 | ωB97M-V/def2-TZVPD

Atoms and positions in Å:
C 2.12 -1.11 -3.84
C 0.80 -1.70 -3.27
C 0.64 -3.18 -3.69
O 1.36 -4.02 -2.76
C 1.12 -5.41 -3.00
N 0.78 -1.55 -1.79
H -0.22 -1.84 -1.50
H 1.46 -2.20 -1.30
H 0.89 -0.53 -1.46
H 2.29 -0.17 -3.43
H 2.12 -1.18 -4.88
H 2.98 -1.68 -3.51
H 0.06 -1.13 -3.84
H 1.03 -3.37 -4.68
H -0.42 -3.48 -3.64
H 2.03 -5.85 -2.78
H 0.85 -5.60 -4.04
H 0.37 -5.70 -2.35
C 0.57 -1.08 3.58
C 0.71 -2.59 3.48
C 1.21 -3.04 2.11
N 0.96 -4.48 1.86
C -0.47 -4.88 2.02
C 1.75 -5.42 2.72
C 1.73 -6.78 1.96
C 1.55 -6.39 0.45
C 1.46 -4.86 0.43
H 1.58 -0.73 3.56
H 0.15 -0.77 4.51
H 0.06 -0.63 2.74
H -0.23 -3.04 3.80
H 1.43 -2.95 4.24
H 2.32 -2.90 2.06
H 0.72 -2.40 1.31
H -1.20 -4.16 1.64
H -0.70 -5.11 3.07
H -0.67 -5.77 1.37
H 1.26 -5.47 3.67
H 2.72 -5.03 2.80
H 0.98 -7.50 2.37
H 2.73 -7.31 2.30
H 0.63 -6.86 0.20
H 2.32 -6.66 -0.22
H 0.76 -4.47 -0.36
H 2.43 -4.37 0.31
C -0.38 3.32 3.59
C -0.73 4.63 2.80
C -1.15 4.57 1.31
N -2.68 4.54 1.03
C -3.44 5.55 1.74
C -3.22 3.13 1.39
C -4.34 2.83 0.44
C -4.32 4.00 -0.55
C -2.91 4.58 -0.46
H 0.64 2.91 3.39
H -1.05 2.49 3.37
H -0.43 3.53 4.63
H 0.21 5.26 2.76
H -1.52 5.14 3.39
H -0.72 3.67 0.87
H -0.82 5.44 0.72
H -3.21 6.51 1.30
H -3.26 5.60 2.78
H -4.52 5.47 1.65
H -3.55 3.11 2.44
H -2.38 2.41 1.24
H -5.26 2.87 1.06
H -4.34 1.80 0.01
H -5.03 4.80 -0.33
H -4.53 3.73 -1.61
H -2.71 5.60 -0.80
H -2.24 3.83 -0.85
C -6.03 -4.86 -1.85
N -6.84 -3.95 -1.19
C -7.27 -4.50 0.10
C -6.01 -2.70 -0.98
C -8.04 -3.60 -2.04
C -7.85 -3.33 -3.53
O -7.29 -2.06 -3.76
H -6.53 -5.81 -2.09
H -5.11 -5.00 -1.32
H -5.76 -4.43 -2.85
H -6.29 -4.77 0.65
H -7.88 -5.42 0.00
H -7.74 -3.70 0.62
H -5.09 -2.83 -0.39
H -6.70 -2.13 -0.44
H -5.73 -2.26 -1.93
H -8.50 -2.79 -1.47
H -8.67 -4.47 -1.94
H -8.94 -3.24 -3.86
H -7.31 -4.16 -3.98
H -6.99 -1.97 -4.69
C 9.26 6.48 -1.09
N 7.95 6.11 -0.55
C 7.01 6.08 -1.72
C 7.94 4.76 0.07
C 7.41 7.11 0.41
C 8.38 7.69 1.47
O 8.86 6.58 2.22
H 9.31 7.55 -1.32
H 9.49 5.85 -1.97
H 9.93 6.28 -0.25
H 7.32 5.21 -2.37
H 7.03 7.00 -2.34
H 6.00 5.85 -1.36
H 8.20 4.13 -0.75
H 6.89 4.61 0.29
H 8.67 4.68 0.86
H 6.60 6.57 0.99
H 7.00 7.98 -0.18
H 7.78 8.39 2.11
H 9.23 8.21 1.04
H 9.05 6.77 3.16
Br -0.20 1.40 -0.39
Br -1.67 -3.29 -0.93

## Properties
Molar mass   714.78 g mol⁻¹
Total charge   +3
DFT total energy   -6835.2697 Eh
Kohn-Sham gap   8.399 eV
E_LUMO   -4.7934 eV
HOMO energy   -0.4848 Ha